Computed, not measured: a molecular structure, C11H19BN8Pt at a distorted geometry, with wB97M-V/def2-TZVPD.

Geometry (Å):
Pt  -0.690  0.441  0.070
C  2.466  -1.378  -2.462
C  2.001  -0.304  -1.679
N  0.802  -0.598  -1.220
N  0.439  -1.837  -1.676
C  1.418  -2.323  -2.423
B  -0.929  -2.494  -1.344
N  -2.041  -1.548  -1.846
C  -2.990  -1.799  -2.728
C  -3.774  -0.630  -2.890
C  -3.189  0.312  -2.008
N  -2.169  -0.250  -1.396
N  -1.043  -2.604  0.199
C  -1.228  -3.692  0.925
C  -1.266  -3.322  2.290
C  -1.107  -1.922  2.282
N  -0.972  -1.516  1.034
H  3.412  -1.459  -2.967
H  2.507  0.620  -1.472
H  1.381  -3.289  -2.897
H  -1.016  -3.551  -1.846
H  -3.110  -2.749  -3.221
H  -4.628  -0.489  -3.535
H  -3.511  1.328  -1.838
H  -1.321  -4.680  0.507
H  -1.383  -3.965  3.147
H  -1.096  -1.263  3.133
N  3.107  4.292  2.664
C  1.720  3.969  2.234
C  1.585  2.596  1.523
N  0.185  2.321  1.122
H  3.120  5.217  3.131
H  3.770  4.359  1.875
H  3.483  3.616  3.350
H  1.386  4.766  1.561
H  1.084  3.983  3.124
H  1.915  1.796  2.192
H  2.208  2.584  0.624
H  -0.123  3.076  0.498
H  -0.404  2.386  1.961

Properties
Net charge   +4
Energy above the lowest of the compared OMol25 structures with the same formula, charge and spin   0.000 eV
Multiplicity   5
Frontier orbital gap (alpha / beta)   0.317 / 0.151 Eh
HOMO level (alpha / beta)   -20.7 / -20.6 eV

Computed, not measured: C3H2Br2N2O in the gas phase at a distorted geometry, with wB97M-V/def2-TZVPD.

Geometry (Å):
O  2.136  -1.043  0.526
C  1.091  -0.471  0.396
C  0.056  -0.074  1.293
C  -1.021  0.402  0.590
N  -0.730  0.338  -0.753
Br  -1.278  1.625  -2.056
N  0.541  -0.162  -0.823
Br  1.167  -1.063  -2.482
H  0.030  -0.302  2.289
H  -1.992  0.751  1.020

Properties
Energy above the lowest of the compared OMol25 structures with the same formula, charge and spin   2.945 eV
Frontier orbital gap   0.286 Eh
HOMO level   -9.0 eV

Computed, not measured: C3H9NO2 in the gas phase at a distorted geometry, with wB97M-V/def2-TZVPD.

Geometry (Å):
N  -0.680  1.259  0.568
C  0.173  0.150  0.228
C  0.010  -1.176  0.929
O  0.340  -1.117  2.313
C  0.161  -0.140  -1.300
O  -0.030  0.939  -2.189
H  -1.620  1.128  0.220
H  -0.269  2.127  0.270
H  1.247  0.391  0.350
H  0.738  -1.869  0.490
H  -1.030  -1.477  0.732
H  0.120  -0.196  2.506
H  -0.758  -0.779  -1.458
H  0.960  -0.862  -1.602
H  0.636  1.624  -2.057

Properties
Energy above the lowest of the compared OMol25 structures with the same formula, charge and spin   1.874 eV
Frontier orbital gap   0.376 Eh
HOMO level   -9.6 eV

Computed, not measured: a molecular structure, C16H20BF3O at a distorted geometry, with wB97M-V/def2-TZVPD.

Geometry (Å):
C  -2.122  0.375  -1.214
C  -0.997  0.399  -0.272
C  0.315  0.345  -0.947
C  1.120  1.498  -1.183
C  0.550  2.885  -0.976
C  2.440  1.397  -1.608
C  3.050  0.191  -1.967
C  4.471  0.136  -2.450
C  2.283  -0.969  -1.911
C  0.885  -0.942  -1.499
C  0.140  -2.055  -2.235
H  -2.856  1.180  -1.050
H  -1.764  0.490  -2.262
H  -2.647  -0.588  -1.231
H  -1.073  0.907  0.691
H  1.352  3.625  -1.111
H  -0.244  3.154  -1.696
H  0.150  3.002  0.041
H  3.011  2.331  -1.615
H  4.762  -0.912  -2.575
H  4.642  0.647  -3.411
H  5.164  0.573  -1.720
H  2.721  -1.872  -2.344
H  0.810  -2.920  -2.375
H  -0.744  -2.431  -1.725
H  -0.136  -1.736  -3.250
C  -1.361  -0.337  4.903
C  -2.304  -0.288  3.801
C  -2.995  -1.295  3.173
C  -3.536  -0.779  1.984
C  -2.920  0.482  1.777
B  1.461  -1.278  0.000
F  0.961  -2.409  0.488
F  -3.630  1.510  1.340
F  2.150  -0.491  0.853
O  -2.443  0.842  3.034
H  -1.734  -1.075  5.622
H  -0.367  -0.717  4.612
H  -1.220  0.617  5.419
H  -3.002  -2.311  3.489
H  -4.342  -1.182  1.400

Properties
Frontier orbital gap   0.219 Eh
HOMO level   -6.1 eV

Computed, not measured: 5 unconnected molecules or ions with the total composition H10O5, with wB97M-V/def2-TZVPD.

Geometry (Å):
O  -0.636  0.466  0.752
H  -1.535  0.606  0.433
H  -0.110  0.398  -0.053
O  3.274  3.422  -1.044
H  3.525  3.672  -0.147
H  3.403  2.467  -1.065
O  -3.232  0.419  2.210
H  -3.171  -0.452  1.800
H  -3.511  0.233  3.114
O  -1.790  -3.383  1.686
H  -2.351  -4.073  1.316
H  -0.928  -3.541  1.285
O  2.330  -0.388  -3.185
H  2.283  -0.387  -4.147
H  2.450  0.540  -2.954

Properties
Energy above the lowest of the compared OMol25 structures with the same formula, charge and spin   1.423 eV
Frontier orbital gap   0.425 Eh
HOMO level   -11.1 eV

Computed, not measured: a molecular structure, CH10O8V at a distorted geometry, with wB97M-V/def2-TZVPD.

Geometry (Å):
V  -0.262  -0.308  0.046
C  -2.186  -1.766  0.172
O  -1.614  -1.749  -0.911
O  -1.365  -1.899  1.060
O  -2.411  -0.553  0.256
O  -0.714  1.378  1.439
H  -0.975  2.298  1.397
H  -0.776  1.154  2.368
O  1.418  1.187  -0.113
H  1.477  2.025  0.346
H  2.302  1.033  -0.446
O  1.287  -1.008  1.316
H  1.647  -0.443  2.001
H  1.483  -1.897  1.612
O  -0.907  1.223  -1.355
H  -1.340  0.897  -2.143
H  -0.663  2.124  -1.570
O  1.036  -1.117  -1.489
H  1.922  -1.454  -1.624
H  0.641  -1.125  -2.361

Properties
Net charge   +1
Energy above the lowest of the compared OMol25 structures with the same formula, charge and spin   3.449 eV
Multiplicity   3
Frontier orbital gap (alpha / beta)   0.248 / 0.257 Eh
HOMO level (alpha / beta)   -10.6 / -10.8 eV

Computed, not measured: C6H11NO in the gas phase at a distorted geometry, with wB97M-V/def2-TZVPD.

Geometry (Å):
C  1.725  0.764  -3.006
C  0.686  1.018  -2.015
N  0.475  0.104  -0.999
O  0.959  -1.062  -1.060
C  -0.331  0.304  0.191
C  -0.746  -0.405  1.253
C  -1.508  0.441  2.239
C  -0.533  -1.773  1.749
H  1.463  0.829  -4.093
H  1.912  -0.267  -2.838
H  2.632  1.462  -2.935
H  0.074  1.941  -1.689
H  -0.584  1.298  0.131
H  -1.501  1.531  1.973
H  -0.984  0.329  3.210
H  -2.520  0.027  2.184
H  -1.334  -2.113  2.430
H  0.491  -1.778  2.310
H  -0.376  -2.650  0.966

Properties
Energy above the lowest of the compared OMol25 structures with the same formula, charge and spin   4.633 eV
Frontier orbital gap   0.314 Eh
HOMO level   -8.0 eV

Computed, not measured: a molecular structure, C36H35CsI2N12O4S5, with wB97M-V/def2-TZVPD.

Geometry (Å):
Cs  0.749  0.209  0.206
C  2.996  -4.075  1.796
C  2.817  -2.665  1.232
O  1.982  -2.543  0.322
C  3.552  -1.647  1.901
C  3.785  -0.286  1.634
C  4.041  0.592  2.831
N  3.816  0.276  0.431
N  3.885  -0.566  -0.660
C  3.278  -0.182  -1.766
O  2.598  0.849  -1.999
C  3.476  -1.188  -2.882
C  3.163  -0.821  -4.183
C  3.338  -1.714  -5.234
C  3.821  -2.991  -4.989
C  4.120  -3.371  -3.682
C  3.947  -2.478  -2.637
H  2.094  -4.358  2.345
H  3.857  -4.167  2.457
H  3.100  -4.765  0.957
H  3.894  -1.947  2.885
H  4.060  -0.018  3.731
H  3.228  1.314  2.939
H  4.974  1.148  2.742
H  2.775  0.176  -4.349
H  3.092  -1.409  -6.245
H  3.961  -3.690  -5.806
H  4.483  -4.373  -3.480
H  4.162  -2.756  -1.614
N  -3.384  -0.865  -1.147
C  -3.464  0.371  -0.553
N  -2.583  1.304  -0.696
C  -2.933  2.431  0.015
C  -4.104  2.363  0.693
S  -4.837  0.825  0.428
C  -1.990  3.555  0.013
C  -2.256  4.843  0.343
S  -0.808  5.786  0.232
C  0.051  4.349  -0.294
N  -0.692  3.284  -0.344
N  1.337  4.389  -0.700
H  -2.439  -1.054  -1.484
H  -3.668  -1.607  -0.524
H  -4.521  3.082  1.378
H  -3.189  5.274  0.665
H  1.977  5.100  -0.368
H  1.775  3.489  -0.856
N  -3.443  5.924  5.523
C  -2.795  4.767  5.043
C  -2.876  3.570  5.752
C  -2.208  2.443  5.303
C  -1.449  2.503  4.144
C  -1.349  3.694  3.442
C  -2.020  4.821  3.888
S  -0.568  1.072  3.556
O  -0.266  0.276  4.725
O  0.554  1.619  2.815
N  -1.450  0.288  2.491
C  -2.486  -0.470  2.885
N  -2.816  -1.504  2.058
C  -3.828  -2.265  2.417
C  -4.574  -2.071  3.572
C  -4.167  -0.998  4.350
N  -3.155  -0.212  4.037
H  -4.290  5.720  6.031
H  -3.620  6.603  4.798
H  -3.462  3.528  6.664
H  -2.266  1.507  5.839
H  -0.730  3.737  2.556
H  -1.930  5.752  3.338
H  -4.067  -3.091  1.747
H  -5.402  -2.709  3.844
H  -4.684  -0.758  5.277
C  -0.914  -3.863  0.344
C  -0.474  -3.623  -1.057
N  -0.754  -2.552  -1.729
C  -0.148  -2.555  -2.965
C  0.583  -3.663  -3.249
S  0.534  -4.735  -1.917
C  -0.242  -1.350  -3.794
C  -0.124  -1.269  -5.144
S  -0.105  0.379  -5.614
C  -0.283  0.852  -3.951
N  -0.368  -0.148  -3.140
C  -0.263  2.272  -3.509
H  -0.075  -3.665  1.014
H  -1.251  -4.890  0.495
H  -1.707  -3.161  0.601
H  1.212  -3.834  -4.107
H  -0.016  -2.076  -5.849
H  -0.553  2.956  -4.307
H  0.751  2.515  -3.180
H  -0.924  2.383  -2.651
I  4.252  2.379  0.202
I  4.750  5.550  -0.034

Properties
Net charge   -2
Energy above the lowest of the compared OMol25 structures with the same formula, charge and spin   0.269 eV
Frontier orbital gap   0.212 Eh
HOMO level   -2.3 eV

Computed, not measured: C3H6O2 in the gas phase at a distorted geometry, with wB97M-V/def2-TZVPD.

Geometry (Å):
O  2.298  0.267  1.035
C  1.577  0.330  0.065
C  0.502  -0.628  -0.248
C  -0.907  0.176  0.351
O  -1.844  0.741  -0.526
H  1.565  1.207  -0.606
H  0.324  -0.809  -1.310
H  0.741  -1.608  0.238
H  -1.074  -0.787  0.769
H  -0.661  0.997  1.045
H  -2.521  0.114  -0.811

Properties
Energy above the lowest of the compared OMol25 structures with the same formula, charge and spin   2.296 eV
Frontier orbital gap   0.377 Eh
HOMO level   -9.6 eV

Computed, not measured: a molecular structure, C14H18F2N2O2S at a distorted geometry, with wB97M-V/def2-TZVPD.

Geometry (Å):
C  -5.132  0.987  -1.881
C  -3.743  0.736  -1.703
C  -2.822  1.005  -2.579
C  -1.330  0.911  -2.376
C  -0.783  0.365  -1.310
C  -1.760  0.157  -0.170
C  -3.079  0.431  -0.393
H  -3.864  -0.168  0.327
O  -1.364  -0.515  1.129
C  -1.516  -1.721  1.264
F  -2.732  -2.345  1.205
F  -0.532  -2.557  0.623
H  -1.201  -1.981  2.173
N  0.407  0.209  -0.660
C  1.673  0.374  -1.440
N  2.821  0.124  -0.745
H  3.629  0.405  -1.412
C  2.990  -0.603  0.449
H  1.915  -1.335  0.735
H  3.716  -1.372  0.403
C  3.456  0.151  1.576
C  2.423  1.424  2.119
H  2.857  2.169  2.500
C  1.462  0.794  3.090
H  0.499  0.047  2.523
C  2.196  -0.554  3.431
H  2.549  -0.403  4.374
H  1.675  -1.589  3.342
O  3.598  -0.394  2.847
H  1.181  1.427  3.746
H  1.815  1.604  1.106
H  4.445  0.535  1.297
S  1.757  1.345  -2.748
H  0.636  -0.188  0.069
H  -0.518  1.220  -3.100
H  -3.080  1.393  -3.371
H  -5.634  -0.098  -1.612
H  -5.311  1.258  -2.827
H  -5.443  1.793  -1.331

Properties
Frontier orbital gap   0.335 Eh
HOMO level   -8.6 eV

Computed, not measured: a molecular structure, C15H15CuN6OS4 at a distorted geometry, with wB97M-V/def2-TZVPD.

Geometry (Å):
Cu  1.325  0.396  0.179
S  -4.176  -4.196  -0.007
C  -2.964  -3.084  -0.020
S  -1.277  -3.597  -0.160
C  -0.786  -1.928  -0.272
N  -1.749  -1.065  -0.133
N  -2.987  -1.739  -0.059
C  -4.182  -0.949  -0.299
C  -4.045  0.267  -0.960
C  -5.145  1.078  -1.229
C  -6.393  0.770  -0.717
C  -6.460  -0.355  0.082
C  -5.400  -1.273  0.233
S  0.872  -1.591  -0.708
H  -3.035  0.452  -1.281
H  -4.957  2.028  -1.681
H  -7.276  1.413  -0.914
H  -7.441  -0.684  0.481
H  -5.617  -2.061  0.930
N  5.362  -3.184  -0.236
C  6.085  -2.181  0.419
O  7.007  -2.401  1.144
C  5.477  -0.779  0.319
C  6.307  0.357  0.352
C  5.716  1.544  0.446
C  4.316  1.570  0.434
N  3.563  0.494  0.267
C  4.142  -0.677  0.268
H  5.864  -4.039  -0.381
H  4.666  -2.909  -0.944
H  7.342  0.319  0.131
H  6.284  2.392  0.448
H  3.813  2.555  0.246
H  3.469  -1.571  0.180
N  -0.940  4.228  0.474
C  -0.540  2.916  0.522
N  -1.530  2.004  0.573
S  1.122  2.621  0.583
H  -1.795  4.499  0.061
H  -0.286  4.970  0.504
H  -2.510  2.285  0.408
H  -1.239  1.101  0.319

Properties
Frontier orbital gap   0.282 Eh
HOMO level   -7.6 eV

Computed, not measured: 2 unconnected molecules or ions with the total composition H2NO5PS at a distorted geometry, with wB97M-V/def2-TZVPD.

Geometry (Å):
N  0.283  -0.553  -0.102
O  -0.175  2.103  1.020
O  -1.973  0.332  1.375
O  -0.644  1.320  3.370
O  2.963  -0.517  0.426
O  0.417  -2.030  1.924
P  -0.793  1.097  1.923
S  0.772  -0.676  1.546
H  -0.326  0.157  -0.115
H  1.298  -0.318  -0.474

Properties
Net charge   -2
Energy above the lowest of the compared OMol25 structures with the same formula, charge and spin   4.666 eV
Frontier orbital gap (alpha / beta)   0.276 / 0.270 Eh
HOMO level (alpha / beta)   -1.3 / -0.6 eV